Computed, not measured: a structure of composition C42H41BrCoN3OSi at a distorted geometry, with ωB97M-V/def2-TZVPD.

Each line ends with the Löwdin spin population.
Atoms and positions in Å:
Co -0.03 -0.94 0.35  1.0351
C 1.00 5.98 -3.86  0.0003
C -0.42 5.46 -3.56  0.0007
C -1.17 6.49 -2.71  0.0003
C -1.17 5.30 -4.88  0.0000
C -0.32 4.14 -2.79  0.0054
C -0.82 2.94 -3.28  -0.0005
C -0.70 1.78 -2.53  0.0066
Br -1.43 0.19 -3.28  0.0001
C -0.09 1.72 -1.26  -0.0018
O 0.00 0.63 -0.58  0.0281
C 0.41 2.96 -0.76  0.0042
C 0.29 4.10 -1.54  -0.0009
C 1.09 3.00 0.61  0.0005
C 1.57 4.40 0.99  0.0001
C 0.11 2.54 1.70  0.0000
C 2.33 2.08 0.59  0.0008
H 0.95 6.91 -4.43  0.0001
H 1.56 5.24 -4.43  0.0000
H 1.54 6.17 -2.94  0.0000
H -1.29 7.43 -3.26  0.0001
H -0.63 6.71 -1.78  0.0000
H -2.16 6.11 -2.44  0.0000
H -1.23 6.27 -5.38  0.0000
H -2.18 4.93 -4.72  0.0000
H -0.65 4.60 -5.55  0.0000
H -1.31 2.88 -4.24  -0.0002
H 0.69 5.03 -1.15  -0.0002
H 0.75 5.12 1.05  0.0000
H 2.32 4.78 0.28  0.0000
H 2.05 4.35 1.97  0.0000
H -0.78 3.18 1.70  0.0000
H 0.58 2.62 2.68  0.0001
H -0.20 1.51 1.55  0.0003
H 3.01 2.40 -0.19  0.0001
H 2.05 1.05 0.41  0.0019
H 2.85 2.14 1.55  0.0000
N -5.25 -2.61 8.92  0.0000
C -4.64 -2.51 7.95  0.0000
C -3.91 -2.38 6.74  0.0001
C -2.72 -1.65 6.69  0.0000
C -2.05 -1.49 5.49  0.0000
C -2.54 -2.05 4.31  0.0002
C -3.71 -2.81 4.38  0.0001
C -4.39 -2.98 5.57  0.0000
C -1.83 -1.84 3.03  0.0014
C -0.44 -2.08 3.02  0.0008
C 0.28 -2.77 4.02  -0.0158
C 1.60 -2.84 3.59  0.0000
C 1.64 -2.19 2.36  -0.0135
N 0.42 -1.75 1.99  0.0007
C -2.56 -1.45 1.90  0.0039
C -3.95 -1.15 1.80  -0.0075
C -4.19 -0.87 0.47  0.0016
C -2.95 -0.97 -0.19  -0.0075
N -1.97 -1.31 0.65  0.0207
H -2.34 -1.19 7.59  0.0000
H -1.15 -0.90 5.46  0.0000
H -4.06 -3.32 3.49  0.0000
H -5.29 -3.57 5.60  0.0000
H -0.13 -3.22 4.91  -0.0010
H 2.42 -3.30 4.11  0.0003
H 2.50 -2.03 1.73  0.0007
H -4.66 -1.12 2.61  -0.0003
H -5.13 -0.61 0.02  0.0005
H -2.75 -0.82 -1.24  -0.0001
C 1.78 -2.34 -5.60  -0.0013
C 0.94 -3.17 -4.88  0.0001
C 0.86 -3.04 -3.50  -0.0024
C 1.62 -2.09 -2.81  -0.0101
C 2.46 -1.27 -3.56  -0.0017
C 2.55 -1.39 -4.94  -0.0001
Si 1.60 -1.96 -0.91  -0.0393
C 2.27 -3.69 -0.44  -0.0143
C 1.46 -4.83 -0.35  -0.0029
C 1.99 -6.07 -0.02  0.0000
C 3.35 -6.20 0.25  -0.0005
C 4.17 -5.09 0.16  -0.0004
C 3.63 -3.85 -0.18  -0.0015
H 1.85 -2.44 -6.68  -0.0001
H 0.34 -3.91 -5.39  0.0000
H 0.18 -3.69 -2.95  -0.0005
H 3.05 -0.52 -3.05  0.0001
H 3.21 -0.74 -5.50  0.0000
H 2.86 -1.13 -0.72  0.0097
H 0.40 -4.74 -0.54  -0.0014
H 1.34 -6.93 0.05  0.0000
H 3.76 -7.16 0.53  0.0000
H 5.23 -5.18 0.37  -0.0001
H 4.29 -2.99 -0.25  0.0002

Values from the calculation:
⟨S²⟩: 0.9753
Electronic energy in Ha: -6110.925026
Orbital gap (spin up / spin down) in eV: 5.689 / 5.944
Multiplicity: 2
Total charge: -1
Highest occupied orbital energy (spin up / spin down) in Eh: -0.1656 / -0.1741



Computed, not measured: a structure of composition C42H41BrO2P2Pd at a distorted geometry, with ωB97M-V/def2-TZVPD.

Each line ends with the Löwdin spin population.
Atoms and positions in Å:
Pd -0.60 2.37 -2.26  0.3837
C -1.97 1.43 -3.29  0.1952
C -1.82 -0.02 -2.94  0.1211
C -0.78 -0.74 -3.75  0.0086
C 0.46 0.11 -4.12  0.0022
C 0.80 1.39 -3.34  0.0435
C 0.51 2.68 -3.90  0.0582
C -0.55 2.87 -4.95  0.0173
C -1.76 1.89 -4.73  0.0247
C 1.86 0.17 1.87  0.0081
H -2.91 1.85 -2.91  0.0166
H -2.82 -0.48 -3.08  0.0106
H -1.26 -1.12 -4.67  0.0005
H -0.45 -1.64 -3.20  0.0044
H 1.32 -0.56 -3.93  0.0009
H 0.39 0.33 -5.20  -0.0001
H 1.73 1.31 -2.76  0.0083
H 1.24 3.47 -3.69  0.0095
H -0.14 2.78 -5.96  0.0005
H -0.92 3.90 -4.91  0.0008
H -2.65 2.48 -5.02  0.0000
H -1.67 1.03 -5.39  0.0041
H 0.92 0.72 1.66  0.0038
H 2.50 0.80 2.52  -0.0004
H 1.60 -0.76 2.40  0.0005
P -1.49 -0.99 -1.04  0.1633
P 2.71 -0.28 0.37  0.1021
C 0.21 -1.42 -0.52  0.7209
C 1.49 -0.95 -0.79  0.7202
C -2.40 -2.47 -0.46  0.0124
C -2.64 -3.61 -1.26  0.0011
C -3.29 -4.72 -0.72  0.0010
C -3.78 -4.72 0.59  -0.0007
C -3.54 -3.59 1.39  0.0027
C -2.81 -2.52 0.88  0.0040
C -2.58 0.31 -0.30  0.0697
C -2.11 1.62 -0.10  0.0099
C -3.00 2.70 -0.02  0.0169
C -4.37 2.48 -0.22  0.0015
C -4.85 1.17 -0.38  0.0167
C -3.96 0.09 -0.37  0.0095
C 4.17 -1.29 0.78  0.0228
C 3.96 -2.52 1.44  0.0053
C 5.04 -3.35 1.77  0.0001
C 6.35 -2.94 1.54  0.0030
C 6.57 -1.70 0.95  0.0019
C 5.50 -0.85 0.62  0.0048
C 3.17 1.31 -0.38  0.0254
C 2.59 2.54 -0.02  0.0141
C 3.09 3.73 -0.57  0.0031
C 4.02 3.69 -1.60  0.0103
C 4.46 2.46 -2.08  0.0009
C 4.10 1.28 -1.42  0.0110
H 0.19 -2.36 0.09  0.0615
H 1.99 -1.26 -1.73  0.0537
H -2.33 -3.60 -2.30  0.0000
H -3.45 -5.60 -1.33  0.0001
H -4.33 -5.57 0.99  0.0000
H -3.91 -3.55 2.41  0.0002
H -2.55 -1.70 1.55  0.0012
H -1.04 1.78 0.07  0.0036
H -2.61 3.71 0.13  0.0006
H -5.05 3.33 -0.29  -0.0002
H -5.92 0.98 -0.50  0.0010
H -4.34 -0.93 -0.42  0.0007
H 2.95 -2.82 1.70  0.0001
H 4.85 -4.32 2.22  0.0000
H 7.20 -3.58 1.84  0.0001
H 7.60 -1.38 0.75  0.0002
H 5.72 0.15 0.26  0.0003
H 1.76 2.58 0.68  0.0014
H 2.75 4.70 -0.18  -0.0002
H 4.43 4.61 -2.00  0.0005
H 5.08 2.41 -2.97  -0.0001
H 4.54 0.32 -1.72  0.0005
Br -2.44 2.55 4.08  0.1868
C -2.00 1.12 5.23  0.0014
C -2.27 1.26 6.60  0.0056
C -2.05 0.21 7.51  -0.0015
C -1.53 -1.00 7.03  0.0040
C -1.23 -1.13 5.67  0.0078
C -1.43 -0.08 4.75  0.0304
C -1.10 -0.33 3.29  0.0451
O -0.87 -1.54 2.99  0.0758
O -1.06 0.69 2.55  0.6395
H -2.69 2.19 6.96  0.0014
H -2.31 0.34 8.56  0.0001
H -1.36 -1.83 7.71  0.0005
H -0.82 -2.06 5.30  0.0016

Values from the calculation:
⟨S²⟩: 6.0185
Electronic energy in Ha: -5159.273868
Orbital gap (spin up / spin down) in eV: 5.946 / 5.259
Multiplicity: 5
Total charge: +2
Highest occupied orbital energy (spin up / spin down) in Eh: -0.3957 / -0.5004



Computed, not measured: a structure of composition C42H41Cl3N4O2S2SnTe at a distorted geometry, with ωB97M-V/def2-TZVPD.

Each line ends with the Löwdin charge.
Atoms and positions in Å:
Sn 0.24 -0.64 -0.07  1.2599
C -5.65 2.85 2.37  -0.0312
C -4.28 2.32 2.04  -0.2418
C -4.07 1.03 1.64  0.0356
C -2.79 0.53 1.31  -0.0619
C -2.66 -0.84 0.88  -0.2297
O -1.63 -1.26 0.29  -0.2100
C -3.72 -1.85 1.05  -0.1535
C -4.41 -2.00 2.26  -0.0277
C -5.33 -3.02 2.40  -0.0503
C -5.60 -3.87 1.34  -0.0481
C -4.93 -3.71 0.13  -0.0436
C -3.98 -2.72 -0.01  -0.0067
C -1.66 1.39 1.34  -0.2799
O -0.43 1.11 0.99  -0.2224
C -1.89 2.71 1.80  -0.1095
C -3.15 3.15 2.12  0.0380
C -0.73 3.66 1.90  -0.1892
N -0.26 4.27 0.89  -0.0203
C -0.77 4.12 -0.46  -0.2769
C -1.27 5.51 -0.89  -0.3716
Te -0.22 6.86 0.40  1.6780
C -1.69 7.14 1.84  -0.5277
C -1.26 7.41 3.14  -0.1396
C -2.20 7.59 4.14  -0.0527
C -3.55 7.53 3.85  -0.0478
C -3.98 7.29 2.55  -0.0638
C -3.05 7.09 1.54  -0.1316
C -0.14 3.92 3.23  -0.1563
C -0.83 3.61 4.40  -0.0149
C -0.29 3.93 5.64  -0.0586
C 0.96 4.52 5.72  -0.0589
C 1.68 4.80 4.56  -0.0608
C 1.13 4.50 3.32  -0.0368
H -6.42 2.11 2.15  0.0838
H -5.88 3.75 1.81  0.0830
H -5.73 3.09 3.43  0.0891
H -4.93 0.37 1.54  0.1252
H -4.20 -1.34 3.09  0.1235
H -5.85 -3.15 3.34  0.1152
H -6.34 -4.65 1.45  0.1166
H -5.15 -4.37 -0.70  0.1145
H -3.42 -2.60 -0.93  0.0784
H -3.28 4.18 2.45  0.1322
H -1.56 3.38 -0.56  0.1191
H 0.07 3.82 -1.10  0.1264
H -2.33 5.65 -0.68  0.0441
H -1.07 5.77 -1.92  0.0623
H -0.20 7.46 3.38  0.0995
H -1.86 7.80 5.15  0.1189
H -4.28 7.68 4.63  0.1179
H -5.03 7.27 2.32  0.1169
H -3.40 6.92 0.53  0.0958
H -1.80 3.14 4.35  0.1115
H -0.84 3.70 6.54  0.1120
H 1.39 4.76 6.69  0.1138
H 2.66 5.24 4.62  0.1131
H 1.69 4.69 2.42  0.1074
Cl -2.00 -5.67 -3.18  0.7055
C -1.60 -3.99 -3.21  -0.6794
C -2.62 -3.05 -3.08  -0.1257
C -2.30 -1.71 -3.05  -0.0465
C -0.96 -1.27 -3.17  -0.3650
C -0.62 0.09 -3.09  0.0246
C 0.04 -2.26 -3.33  -0.0573
C -0.27 -3.60 -3.34  -0.1216
H -3.64 -3.39 -3.01  0.1106
H -3.09 -0.97 -2.95  0.1246
H -1.38 0.84 -2.92  0.0628
H 0.40 0.41 -3.28  0.0631
H 1.08 -1.95 -3.41  0.0993
H 0.50 -4.35 -3.45  0.1143
C 6.50 -3.45 -2.26  -0.0626
N 5.24 -2.95 -1.74  -0.0528
C 4.83 -1.68 -1.84  -0.9014
N 5.64 -0.82 -2.47  0.1157
S 3.34 -1.18 -1.20  0.4893
H 6.59 -4.50 -1.99  0.0940
H 7.35 -2.92 -1.83  0.0935
H 6.54 -3.39 -3.35  0.0943
H 4.61 -3.56 -1.27  0.1197
H 6.49 -1.09 -2.92  0.0994
H 5.33 0.13 -2.56  0.0969
S 2.57 -1.49 3.98  1.0906
C 0.95 -1.13 4.39  -0.3663
C 0.22 -0.97 3.26  -0.2672
N 0.93 -1.13 2.10  -0.1740
C 2.19 -1.40 2.34  -0.4721
H 0.62 -1.07 5.41  0.0831
H -0.84 -0.75 3.23  0.1146
H 2.91 -1.57 1.54  0.0306
Cl -0.33 -4.20 2.95  0.5784
C -0.85 -4.87 1.40  -0.9424
Cl -0.11 -4.03 0.02  0.5674
H -1.93 -4.75 1.33  0.0179
H -0.56 -5.91 1.35  0.0362

Values from the calculation:
Electronic energy in Ha: -4653.353241
Orbital gap (spin up / spin down) in eV: 7.162 / 4.327
Multiplicity: 1
Total charge: +2
Highest occupied orbital energy (spin up / spin down) in Eh: -0.4550 / -0.4143



Computed, not measured: a structure of composition C42H41ClO2P2Pd at a distorted geometry, with ωB97M-V/def2-TZVPD.

Each line ends with the Löwdin spin population.
Atoms and positions in Å:
Pd 0.00 1.79 -2.56  0.8769
C 0.29 4.68 -3.47  0.4705
C -0.96 4.68 -2.79  0.0732
C -2.28 4.73 -3.48  0.0073
C -2.23 3.83 -4.72  0.0171
C -1.60 2.51 -4.39  0.1370
C -0.30 2.22 -4.67  0.0106
C 0.59 3.12 -5.51  0.0236
C 0.61 4.55 -4.95  0.0583
C -0.41 -1.49 -1.26  0.0136
H 1.18 4.98 -2.91  0.0172
H -0.97 5.30 -1.91  0.0155
H -2.51 5.76 -3.79  -0.0028
H -3.08 4.39 -2.77  0.0010
H -3.26 3.62 -5.00  0.0023
H -1.79 4.35 -5.60  0.0024
H -2.31 1.73 -4.11  0.0061
H 0.12 1.22 -4.51  0.0024
H 0.23 3.12 -6.54  0.0007
H 1.60 2.71 -5.49  0.0010
H 1.68 4.87 -5.06  0.0002
H 0.05 5.24 -5.64  0.0164
H 0.40 -0.80 -1.14  0.0050
H -0.07 -2.46 -1.63  0.0012
H -1.09 -1.63 -0.41  0.0003
P -1.19 3.23 -1.20  0.4101
P -1.53 -0.76 -2.56  0.0628
C -2.60 1.97 -1.61  0.2147
C -2.58 0.71 -2.15  0.1061
C -1.92 3.70 0.45  0.0207
C -3.06 4.49 0.51  0.0087
C -3.52 5.09 1.68  -0.0016
C -2.92 4.80 2.90  0.0091
C -1.84 3.92 2.90  0.0003
C -1.33 3.42 1.69  0.0150
C 0.57 3.64 -0.77  0.1666
C 1.68 3.06 -1.44  0.0376
C 2.88 3.73 -1.73  0.0271
C 3.03 5.05 -1.29  -0.0043
C 1.99 5.65 -0.56  0.0361
C 0.84 4.92 -0.23  0.0138
C -2.74 -2.05 -2.34  0.0069
C -3.43 -2.01 -1.12  0.0008
C -4.52 -2.83 -0.90  0.0008
C -4.86 -3.76 -1.90  -0.0007
C -4.03 -3.94 -3.02  0.0009
C -2.95 -3.09 -3.22  0.0004
C -0.42 -1.03 -4.02  0.0165
C 0.98 -0.85 -3.87  0.0070
C 1.89 -1.15 -4.87  0.0002
C 1.46 -1.59 -6.10  0.0050
C 0.10 -1.74 -6.27  0.0006
C -0.84 -1.46 -5.26  0.0050
H -3.54 2.56 -1.55  0.0158
H -3.55 0.38 -2.58  0.0043
H -3.56 4.68 -0.41  0.0004
H -4.31 5.84 1.66  -0.0003
H -3.29 5.26 3.82  0.0005
H -1.38 3.70 3.87  0.0000
H -0.45 2.81 1.74  0.0010
H 1.74 2.01 -1.78  0.0129
H 3.66 3.20 -2.31  0.0014
H 3.90 5.61 -1.64  -0.0005
H 2.09 6.70 -0.28  0.0026
H 0.05 5.39 0.33  0.0006
H -3.14 -1.31 -0.33  0.0005
H -5.14 -2.75 0.01  0.0001
H -5.80 -4.33 -1.82  0.0000
H -4.24 -4.74 -3.73  0.0001
H -2.28 -3.20 -4.05  0.0001
H 1.37 -0.42 -2.95  0.0013
H 2.96 -1.11 -4.70  0.0000
H 2.14 -1.86 -6.92  0.0003
H -0.27 -2.13 -7.18  0.0000
H -1.90 -1.59 -5.39  0.0001
Cl 3.28 -1.82 6.13  0.1701
C 2.52 -1.08 4.79  0.2237
C 1.13 -1.06 4.70  0.0659
C 0.51 -0.49 3.58  0.0604
C 1.24 0.09 2.53  0.2582
C 2.65 0.11 2.67  0.0644
C 3.28 -0.44 3.80  0.0674
C 0.50 0.46 1.27  0.0237
O -0.76 0.37 1.32  0.0566
O 1.23 0.87 0.32  0.0466
H 0.53 -1.52 5.48  -0.0004
H -0.58 -0.50 3.53  -0.0006
H 3.26 0.61 1.93  -0.0001
H 4.36 -0.44 3.92  -0.0003

Values from the calculation:
⟨S²⟩: 6.0580
Electronic energy in Ha: -3045.356217
Orbital gap (spin up / spin down) in eV: 5.392 / 4.443
Multiplicity: 5
Total charge: +2
Highest occupied orbital energy (spin up / spin down) in Eh: -0.4001 / -0.4951



Computed, not measured: a cluster of 6 separate species, C42H41NO13P in total at a distorted geometry, with ωB97M-V/def2-TZVPD.

Each line ends with the Löwdin charge.
Atoms and positions in Å:
O -1.92 1.16 4.86  0.0343
C -0.70 0.74 4.36  -0.2837
C 0.40 1.59 4.37  -0.0106
C 1.60 1.15 3.83  -0.0686
C 1.72 -0.13 3.31  -0.0818
C 0.59 -0.95 3.29  -0.0427
C -0.63 -0.53 3.80  -0.1682
C -1.84 -1.42 3.72  -0.1695
N -2.79 -1.07 2.67  -0.0435
C -2.25 -0.50 1.44  -0.2020
C -2.22 1.04 1.46  -0.1622
C -2.42 1.73 0.11  -0.1439
C -1.18 2.43 -0.41  -0.4356
C -0.48 3.33 0.62  -0.3031
O -0.18 4.58 0.10  -0.3901
P -0.32 4.52 -1.71  0.3995
O -1.53 3.25 -1.50  -0.3550
H -2.11 2.03 4.49  0.1034
H 0.28 2.58 4.78  0.1146
H 2.43 1.84 3.81  0.0783
H 2.65 -0.48 2.90  0.0997
H 0.66 -1.93 2.84  0.0858
H -2.37 -1.33 4.66  0.1182
H -1.50 -2.45 3.67  0.0959
H -3.52 -0.49 3.04  0.0975
H -1.27 -0.90 1.21  0.1071
H -2.90 -0.78 0.61  0.0762
H -2.97 1.37 2.18  0.1037
H -1.26 1.33 1.89  0.0849
H -3.21 2.47 0.18  0.1168
H -2.76 1.00 -0.63  0.0897
H -0.53 1.65 -0.82  0.0982
H -0.98 3.35 1.59  0.0949
H 0.49 2.82 0.86  0.0974
H 0.78 5.48 -1.82  -0.0744
H 0.70 3.47 -1.67  -0.0148
H -0.43 4.47 -3.15  -0.0669
H -1.33 5.53 -1.60  -0.0363
C -1.53 -6.07 -0.75  0.0268
C -0.59 -5.68 0.11  0.0091
C -0.90 -4.69 1.18  -0.3577
O -0.05 -4.33 1.97  0.0951
C -2.28 -4.16 1.24  0.0403
C -3.21 -4.54 0.37  0.0211
C -2.91 -5.52 -0.69  -0.3780
O -3.76 -5.87 -1.49  0.0804
H -1.33 -6.78 -1.54  0.1192
H 0.42 -6.06 0.08  0.1027
H -2.49 -3.43 2.01  0.0950
H -4.21 -4.14 0.41  0.0995
C 4.04 5.66 4.32  0.0113
C 3.66 6.87 3.91  0.0146
C 3.17 7.09 2.52  -0.3812
O 2.83 8.19 2.15  0.1075
C 3.12 5.91 1.61  0.0394
C 3.51 4.71 2.03  0.0268
C 4.00 4.49 3.41  -0.3885
O 4.34 3.39 3.80  0.0776
H 4.40 5.48 5.33  0.1163
H 3.68 7.74 4.55  0.1166
H 2.75 6.09 0.61  0.1264
H 3.48 3.84 1.39  0.1246
C -5.28 -0.38 -1.83  0.0319
C -5.77 -0.13 -3.04  0.0291
C -6.21 -1.24 -3.93  -0.3876
O -6.66 -1.02 -5.03  0.0983
C -6.08 -2.62 -3.41  0.0215
C -5.59 -2.87 -2.20  0.0283
C -5.15 -1.76 -1.31  -0.3552
O -4.70 -1.97 -0.20  0.0842
H -4.95 0.42 -1.17  0.1140
H -5.86 0.87 -3.44  0.1258
H -6.41 -3.42 -4.07  0.1205
H -5.49 -3.88 -1.81  0.1050
C 1.64 -2.60 0.20  0.0177
C 1.42 -1.33 -0.14  0.0349
C 1.12 -0.95 -1.54  -0.3761
O 0.94 0.21 -1.83  0.1170
C 1.06 -2.03 -2.55  0.0102
C 1.29 -3.30 -2.21  0.0031
C 1.60 -3.68 -0.82  -0.3751
O 1.81 -4.84 -0.52  0.0561
H 1.86 -2.90 1.22  0.1077
H 1.43 -0.51 0.58  0.1102
H 0.84 -1.73 -3.56  0.1251
H 1.27 -4.10 -2.94  0.1214
C 5.80 0.18 -4.59  0.0239
C 5.10 -0.35 -3.59  0.0334
C 4.67 -1.77 -3.61  -0.3676
O 4.03 -2.25 -2.70  0.1066
C 5.04 -2.58 -4.80  0.0227
C 5.74 -2.05 -5.80  0.0177
C 6.17 -0.63 -5.77  -0.3875
O 6.81 -0.16 -6.69  0.1022
H 6.12 1.21 -4.59  0.1237
H 4.81 0.23 -2.71  0.1280
H 4.71 -3.61 -4.79  0.1210
H 6.02 -2.63 -6.67  0.1195

Values from the calculation:
Electronic energy in Ha: -2999.073824
Orbital gap in eV: 4.008
Multiplicity: 1
Total charge: -1
Highest occupied orbital energy in Eh: -0.1539